[1]
# C28H60N6O18S

A cluster of 7 separate species, C28H60N6O18S in total (ωB97M-V/def2-TZVPD, the Open Molecules 2025 dataset).

Last column: Mulliken charge in e.
Atoms and positions in Å:
C  4.055701  -2.065520  2.672028  -0.833
C  4.618196  -1.056800  1.656778  -0.238
C  3.642397  -0.635313  0.554836  -0.849
C  3.449841  -1.598734  -0.618556  -0.654
C  3.178069  -3.061479  -0.260928  0.536
C  2.511468  -3.808011  -1.427241  -1.293
C  0.972579  -3.750632  -1.426468  0.137
C  0.290569  -4.824031  -0.562091  -0.950
C  0.116358  -4.503483  0.945469  -0.399
C  -1.337365  -4.250298  1.371253  -1.300
C  -1.944318  -2.955071  0.772898  0.489
C  -3.344709  -3.177304  0.191074  -0.982
C  -4.101307  -1.906946  -0.205324  -0.537
C  -4.166653  -0.847330  0.901282  -0.081
C  -5.157842  0.259348  0.550714  -0.719
C  -5.196155  1.458250  1.520679  -0.958
C  -3.864702  1.943533  2.092033  -1.082
C  -2.915234  2.664632  1.112165  -0.060
O  -3.488455  2.765730  -0.216450  -0.265
S  -2.594013  2.504251  -1.511317  0.218
O  -2.129453  1.127337  -1.483013  -0.254
O  -1.295122  3.435804  -1.070380  -0.237
C  -0.085105  3.060755  -1.752092  -0.190
C  0.900378  4.219740  -1.829963  0.204
O  1.743256  4.221052  -2.675079  -0.489
O  0.757707  5.259008  -0.944815  -0.247
C  1.399951  5.085375  0.309933  0.436
C  0.471184  4.744528  1.416832  0.036
O  2.572673  5.256293  0.395591  -0.485
H  4.299497  -3.090931  2.379541  0.251
H  2.963248  -2.024338  2.705039  0.229
H  4.460198  -1.907226  3.671091  0.101
H  4.870742  -0.148779  2.215165  0.319
H  5.567440  -1.407136  1.241117  0.259
H  2.673004  -0.365362  0.989762  0.317
H  4.037103  0.293959  0.125652  0.328
H  4.295245  -1.552262  -1.311618  0.275
H  2.577096  -1.251717  -1.188579  0.267
H  4.109227  -3.577290  0.000652  0.375
H  2.550837  -3.111057  0.628956  -0.394
H  2.860799  -3.368558  -2.368865  0.379
H  2.824338  -4.857263  -1.444418  0.449
H  0.640639  -3.896199  -2.455850  0.317
H  0.646735  -2.743692  -1.150267  -0.017
H  0.884480  -5.738859  -0.643459  0.490
H  -0.699905  -5.035748  -0.978112  0.405
H  0.704838  -3.637344  1.252664  -0.003
H  0.478031  -5.362323  1.522381  0.329
H  -1.344545  -4.130351  2.460071  0.406
H  -1.967945  -5.102701  1.106180  0.451
H  -1.957303  -2.171737  1.532272  0.317
H  -1.300873  -2.610147  -0.041494  -0.220
H  -3.230337  -3.824178  -0.685199  0.292
H  -3.931665  -3.734818  0.933676  0.380
H  -3.612773  -1.469578  -1.078592  0.012
H  -5.124261  -2.189418  -0.475699  0.400
H  -3.161012  -0.426397  1.009669  0.107
H  -4.422852  -1.313945  1.861358  0.394
H  -4.922663  0.622472  -0.452720  0.167
H  -6.158875  -0.183268  0.539757  0.461
H  -5.695805  2.288732  1.014954  0.330
H  -5.824585  1.182478  2.373149  0.449
H  -4.085639  2.657195  2.890040  0.438
H  -3.315916  1.122210  2.553294  0.359
H  -1.959980  2.145495  1.064016  0.245
H  -2.748222  3.685776  1.451875  0.421
H  0.382004  2.200390  -1.265714  0.318
H  -0.305669  2.806291  -2.791439  0.408
H  0.007572  5.654907  1.806843  0.280
H  1.027118  4.250515  2.213574  0.301
H  -0.317004  4.099065  1.051964  -0.355
C  -1.774306  -0.514826  -4.810570  -0.852
N  -1.682167  -1.690957  -3.909901  1.114
O  -0.584963  -2.030012  -3.516958  -0.529
O  -2.722307  -2.247575  -3.627269  -0.600
H  -0.771842  -0.134887  -4.969170  0.276
H  -2.222167  -0.850674  -5.739304  0.343
H  -2.405024  0.216030  -4.314805  0.234
C  0.873606  6.420715  5.581366  -0.479
N  0.763966  4.966076  5.291268  0.881
O  1.788141  4.325482  5.185297  -0.526
O  -0.356836  4.511437  5.172882  -0.517
H  1.924716  6.673829  5.650807  0.313
H  0.392059  6.952031  4.765928  0.273
H  0.357376  6.605705  6.518158  0.087
C  0.420987  -0.918663  -9.001267  -0.580
N  -0.694168  -1.236873  -8.070719  0.901
O  -1.769666  -0.702486  -8.253192  -0.541
O  -0.459367  -2.025870  -7.177851  -0.500
H  0.056359  -0.214895  -9.739309  0.302
H  1.228537  -0.497337  -8.410038  0.304
H  0.731490  -1.855040  -9.457383  0.135
C  6.378050  -0.923838  6.370872  -0.727
N  6.859262  -1.441940  5.060484  0.862
O  7.298849  -2.571131  5.022634  -0.527
O  6.766279  -0.690295  4.113993  -0.471
H  6.517422  -1.698229  7.115219  0.301
H  6.960768  -0.037263  6.600282  0.295
H  5.329739  -0.668167  6.248885  0.278
C  -2.317849  7.545343  9.739376  -0.703
N  -1.419233  7.478264  8.555302  0.862
O  -0.454546  6.741679  8.612764  -0.549
O  -1.709618  8.167320  7.602049  -0.503
H  -1.928349  6.879528  10.499426  0.315
H  -2.328313  8.577142  10.076307  0.278
H  -3.306457  7.242436  9.409020  0.278
C  -0.474790  -5.269390  -10.881871  -0.743
N  0.079471  -3.912757  -11.140313  0.867
O  -0.578704  -3.138701  -11.798963  -0.497
O  1.167727  -3.664136  -10.656812  -0.543
H  -1.440547  -5.338299  -11.367033  0.312
H  0.231078  -5.987657  -11.287041  0.286
H  -0.556970  -5.382643  -9.805104  0.299

Atoms 1-2, force components in eV/Å:
0.08 -0.44 -0.50
-0.24 0.34 0.52

For the orbital gap, the calculation gives 9.629 eV. The calculation puts the HOMO energy at -0.3643 hartree. The value obtained for the energy is -86622.360 eV. Its LUMO energy is -0.010 Ha.

=====

[2]
# C28H60N8

A cluster of 8 separate species, C28H60N8 in total at a distorted geometry (ωB97M-V/def2-TZVPD, the Open Molecules 2025 dataset).

Last column: Mulliken charge in e.
Atoms and positions in Å:
C  4.844446  -2.516404  -5.853174  -1.357
C  4.869310  -3.136850  -4.422157  -0.509
N  4.431677  -2.189455  -3.376874  -0.040
C  2.930314  -2.129340  -3.440379  -0.586
C  2.288629  -1.385064  -2.274060  -1.098
C  5.003975  -2.597062  -2.055657  -0.447
C  4.666936  -4.095407  -1.653653  -1.067
H  5.370101  -3.085823  -6.619691  0.406
H  5.249784  -1.507855  -5.934523  0.350
H  3.819807  -2.403741  -6.207463  0.301
H  4.150677  -3.952644  -4.343738  0.347
H  5.882795  -3.500568  -4.252861  0.422
H  2.604572  -1.669887  -4.373605  0.247
H  2.560466  -3.147741  -3.321354  0.356
H  2.598883  -0.363668  -2.053593  0.289
H  1.211440  -1.303811  -2.419476  0.433
H  2.433768  -1.968625  -1.364935  0.360
H  4.502069  -1.939526  -1.345847  0.109
H  6.084687  -2.525525  -2.178316  0.403
H  5.003380  -4.893412  -2.315552  0.369
H  3.607420  -4.210095  -1.424829  0.232
H  5.247853  -4.238632  -0.742543  0.422
C  4.361455  -2.581855  2.536949  -1.113
C  2.891760  -2.054605  2.750101  -0.423
N  2.788026  -0.561570  2.653695  -0.069
C  2.520817  -0.119043  1.255470  0.612
C  2.647036  1.326708  1.121897  -0.960
C  1.491212  -0.206041  3.364624  0.077
C  1.714696  0.309205  4.742537  -1.584
H  4.625311  -2.519297  1.481224  0.040
H  4.250372  -3.650427  2.721175  0.425
H  5.127874  -2.115328  3.155857  0.352
H  2.302929  -2.523601  1.961807  0.253
H  2.691254  -2.470491  3.737491  0.477
H  3.302571  -0.550598  0.630396  0.060
H  1.591350  -0.506133  0.837896  -0.157
H  3.483986  1.619788  1.755707  0.446
H  2.891278  1.526184  0.078509  0.305
H  1.745305  1.838634  1.457916  -0.326
H  0.947028  -1.136285  3.527731  0.382
H  0.883732  0.500863  2.799515  0.180
H  0.929523  0.688332  5.396651  0.368
H  2.326798  1.202905  4.621130  0.221
H  2.387144  -0.405169  5.217491  0.332
C  -4.042975  3.480660  -0.515146  -1.153
C  -4.686362  3.361491  0.881316  -0.673
N  -5.543504  2.165059  1.011183  0.205
C  -6.626904  2.327441  2.021363  -0.647
C  -7.743162  3.036089  1.257352  -1.172
C  -4.685732  1.104085  1.356143  0.191
C  -5.314271  -0.222040  0.788864  -1.063
H  -3.596614  4.460051  -0.687354  0.416
H  -4.808153  3.597189  -1.282627  0.379
H  -3.374419  2.691055  -0.858152  0.035
H  -3.899508  3.460443  1.629099  0.340
H  -5.318481  4.224142  1.091920  0.549
H  -6.865235  1.310223  2.332126  0.450
H  -6.298219  2.897698  2.890196  0.372
H  -8.585181  2.898017  1.935606  0.422
H  -7.400434  4.052406  1.063103  0.296
H  -8.096822  2.634938  0.307562  0.291
H  -4.545563  1.088961  2.436987  0.285
H  -3.663798  1.276838  1.018617  -0.485
H  -6.394051  -0.090846  0.859419  0.424
H  -5.050016  -1.145750  1.303671  0.229
H  -5.018297  -0.487805  -0.225951  0.269
C  2.080874  4.060787  3.415114  -0.262
C  2.892903  4.725942  2.354860  0.340
N  3.558100  5.224522  1.559318  -0.453
H  1.038069  3.910945  3.135467  0.234
H  2.171521  4.714445  4.282651  0.361
H  2.560888  3.114857  3.665928  -0.167
C  -4.216201  0.258552  -4.653204  -0.989
C  -3.260290  0.508565  -3.556597  0.339
N  -2.497936  0.756771  -2.766546  -0.208
H  -5.052165  0.954009  -4.578277  0.263
H  -4.611710  -0.753051  -4.744515  0.304
H  -3.629209  0.203414  -5.569988  0.312
C  -0.992104  0.328522  0.019971  0.560
C  -0.783455  1.625177  0.650770  0.472
N  -0.627242  2.661110  1.081825  -0.568
H  -0.488907  -0.403092  0.652140  0.052
H  -0.583324  0.341919  -0.990382  -0.348
H  -2.061896  0.163848  -0.108601  -0.060
C  -3.687585  -3.441469  3.883286  -0.846
C  -2.785667  -2.496467  3.208282  0.362
N  -1.978781  -1.860474  2.704068  -0.375
H  -3.099484  -4.009936  4.603760  0.330
H  -4.077950  -4.106032  3.112529  0.276
H  -4.447601  -2.789361  4.313663  0.265
C  1.131538  1.542353  -3.344690  -0.354
C  2.179430  1.514470  -4.404085  0.232
N  2.976006  1.563146  -5.249183  -0.462
H  0.476766  2.374203  -3.604283  0.433
H  1.514113  1.732399  -2.341892  0.110
H  0.594551  0.608535  -3.178176  0.047

Atoms 1-2, force components in eV/Å:
-0.58 0.13 0.16
-0.20 1.17 -0.82

For the orbital gap, the calculation gives 8.456 eV. The calculation puts the HOMO energy at -0.3002 hartree. Its SMILES is CCN(CC)CC.CCN(CC)CC.CCN(CC)CC.CC#N.CC#N.CC#N.CC#N.CC#N. The value obtained for the energy is -41925.105 eV. Its LUMO energy is 0.011 Ha.